The following is a quantum chemistry calculation of a structure of composition C34H41F5N4O2P2PdSi2 in a non-equilibrium geometry, from the Open Molecules 2025 dataset.

Summary:
HOMO (spin up / spin down): -6.670 / -6.669 eV
Charge: 0
E_LUMO (spin up / spin down): -1.704 / -1.705 eV
Max |F|: 2.026 eV/Å
E_tot: -3578.66158 Ha

Each line ends with the Löwdin charge.
CARTESIAN COORDINATES (ANGSTROEM)
Pd  0.377  -1.765  -0.652  0.87
C  -1.671  -4.714  1.969  -0.16
Si  0.056  -3.997  1.847  0.31
C  0.870  -4.226  3.532  -0.19
C  1.072  -4.883  0.555  -0.18
N  0.137  -2.287  1.538  -0.39
P  -0.647  -0.880  1.537  0.83
C  0.398  0.581  -1.360  -0.31
P  -0.823  1.717  -0.393  1.08
N  0.779  0.852  -2.470  0.03
Si  1.605  1.135  -3.997  0.44
C  0.352  1.733  -5.238  -0.15
C  2.816  2.496  -3.564  -0.16
C  2.465  -0.388  -4.617  -0.15
C  0.457  2.735  0.443  -0.40
C  1.684  2.202  0.838  -0.11
C  2.605  2.976  1.527  -0.07
C  2.309  4.293  1.844  -0.08
C  1.078  4.824  1.488  -0.07
C  0.157  4.050  0.799  -0.10
C  -1.407  2.872  -1.691  -0.40
C  -0.586  3.799  -2.336  -0.11
C  -1.084  4.576  -3.369  -0.09
C  -2.408  4.440  -3.769  -0.08
C  -3.232  3.524  -3.133  -0.07
C  -2.731  2.739  -2.103  -0.10
C  0.180  0.114  2.833  -0.36
C  -0.392  1.307  3.272  -0.11
C  0.246  2.070  4.236  -0.08
C  1.461  1.647  4.763  -0.09
C  2.028  0.456  4.335  -0.08
C  1.391  -0.311  3.367  -0.10
C  -2.320  -1.069  2.252  -0.34
C  -3.470  -0.800  1.523  -0.10
C  -4.719  -1.058  2.072  -0.08
C  -4.818  -1.568  3.357  -0.08
C  -3.668  -1.813  4.100  -0.08
C  -2.421  -1.570  3.549  -0.10
H  -1.600  -5.781  2.192  0.03
H  -2.233  -4.596  1.043  0.02
H  -2.238  -4.236  2.770  0.02
H  0.742  -5.258  3.870  0.02
H  0.420  -3.570  4.281  0.01
H  1.941  -4.015  3.497  0.02
H  1.098  -5.959  0.751  0.03
H  2.101  -4.517  0.552  0.02
H  0.669  -4.746  -0.450  0.01
H  -0.104  2.676  -4.938  0.01
H  -0.446  1.000  -5.378  0.04
H  0.845  1.875  -6.203  0.04
H  2.303  3.404  -3.241  0.02
H  3.420  2.747  -4.440  0.04
H  3.495  2.193  -2.764  0.03
H  1.892  -1.281  -4.365  0.03
H  3.461  -0.507  -4.186  0.04
H  2.577  -0.352  -5.703  0.04
H  1.912  1.168  0.612  0.07
H  3.554  2.549  1.827  0.11
H  3.033  4.903  2.370  0.11
H  0.829  5.844  1.751  0.11
H  -0.803  4.476  0.530  0.11
H  0.442  3.919  -2.019  0.09
H  -0.435  5.286  -3.867  0.11
H  -2.796  5.045  -4.578  0.11
H  -4.263  3.418  -3.442  0.11
H  -3.371  2.015  -1.611  0.09
H  -1.340  1.630  2.856  0.10
H  -0.204  2.992  4.581  0.11
H  1.961  2.247  5.513  0.10
H  2.964  0.118  4.761  0.10
H  1.809  -1.252  3.033  0.08
H  -3.389  -0.400  0.519  0.08
H  -5.612  -0.875  1.488  0.10
H  -5.789  -1.781  3.783  0.10
H  -3.749  -2.199  5.108  0.11
H  -1.523  -1.778  4.121  0.11
N  2.615  -1.387  -0.220  -0.02
N  3.289  -2.432  -0.885  0.00
C  2.698  -2.912  -2.096  -0.74
O  3.432  -3.504  -2.863  0.04
O  1.448  -2.669  -2.231  -0.13
H  2.903  -0.467  -0.547  0.08
H  2.769  -1.464  0.779  0.08
H  4.287  -2.312  -0.988  0.13
F  -2.370  -2.627  -0.389  0.05
C  -1.379  -2.567  -1.313  -0.45
F  -1.179  -3.821  -1.767  0.09
C  -1.921  -1.720  -2.485  -0.59
F  -0.983  -1.482  -3.400  0.14
F  -2.952  -2.310  -3.099  0.17
F  -2.359  -0.536  -2.008  0.10

---

The following is a quantum chemistry calculation of a structure of composition C5H14ClHoO3SZr in a non-equilibrium geometry, from the Open Molecules 2025 dataset.

Summary:
HOMO (spin up / spin down): -7.398 / -7.398 eV
Multiplicity: 5
Charge: 0
E_LUMO (spin up / spin down): -1.236 / -1.174 eV
Max |F|: 4.742 eV/Å
E_tot: -2277.94154 Ha
<S²>: 6.00

Each line ends with the Mulliken spin population.
CARTESIAN COORDINATES (ANGSTROEM)
Ho  -0.802  0.493  0.646  4.03
Cl  0.965  -0.989  0.985  -0.01
C  -0.194  2.437  0.797  -0.02
H  -1.064  3.046  0.619  0.00
H  0.575  2.635  0.064  0.00
H  0.201  2.607  1.787  0.00
Zr  2.495  -1.454  -2.308  0.00
C  3.791  -0.290  -1.119  0.00
C  1.361  -3.120  -1.686  0.00
C  2.266  -0.872  -4.233  0.00
H  0.303  -2.896  -1.841  0.00
H  1.621  -3.981  -2.305  0.00
H  1.542  -3.341  -0.639  0.00
H  3.421  0.737  -1.107  0.00
H  3.839  -0.678  -0.106  0.00
H  4.786  -0.289  -1.569  0.00
H  2.790  -0.037  -4.599  0.00
H  1.617  -1.404  -4.868  0.00
C  -4.376  1.675  2.814  0.00
S  -3.130  0.258  2.585  0.00
O  -1.824  0.691  3.182  0.00
O  -3.548  -0.902  3.293  0.00
O  -2.789  -0.147  1.001  0.00
H  -4.280  2.060  3.845  0.00
H  -5.393  1.276  2.661  0.00
H  -4.174  2.485  2.099  0.00

---

The following is a quantum chemistry calculation of a cluster of 2 separate species, C4H12 in total in a non-equilibrium geometry, from the Open Molecules 2025 dataset.

Summary:
HOMO: -11.365 eV
Charge: 0
E_LUMO: 1.028 eV
Max |F|: 5.067 eV/Å
Energy relative to the best compared isomer or geometry (same formula, charge and spin): 25.0 kcal/mol
E_tot: -159.54515 Ha
SMILES: CC.CC

Each line ends with the Löwdin charge.
CARTESIAN COORDINATES (ANGSTROEM)
C  2.115  -1.802  1.285  -0.19
C  2.022  -0.692  0.178  -0.20
H  1.280  -2.518  1.138  0.05
H  3.168  -2.280  1.081  0.09
H  2.066  -1.279  2.255  0.06
H  2.783  -0.032  0.654  0.06
H  0.995  -0.260  0.054  0.04
H  2.292  -0.935  -0.936  0.09
C  -2.032  0.954  -1.429  -0.17
C  -2.230  1.527  -0.048  -0.18
H  -1.344  1.636  -1.927  0.07
H  -1.389  0.060  -1.336  0.07
H  -2.855  0.722  -1.970  0.02
H  -2.699  0.699  0.503  0.06
H  -1.349  1.697  0.539  0.04
H  -2.823  2.502  -0.039  0.09

---

The following is a quantum chemistry calculation of a structure of composition C2H5OTl in a non-equilibrium geometry, from the Open Molecules 2025 dataset.

Summary:
HOMO: -8.331 eV
Charge: 0
E_LUMO: -0.026 eV
Max |F|: 1.512 eV/Å
Energy relative to the best compared isomer or geometry (same formula, charge and spin): 2.1 kcal/mol
E_tot: -326.85205 Ha

Each line ends with the Löwdin charge.
CARTESIAN COORDINATES (ANGSTROEM)
O  2.746  -1.482  0.014  -0.63
C  -0.916  1.175  -0.043  -0.19
C  -1.542  0.008  -0.238  -0.20
H  3.681  -1.315  -0.085  -0.07
H  -1.084  1.748  0.873  0.06
H  -0.258  1.636  -0.785  0.06
H  -1.438  -0.544  -1.176  0.06
H  -2.214  -0.410  0.517  0.06
Tl  1.024  -0.816  0.923  0.86

---

What is the formula in the first record?
C34H41F5N4O2P2PdSi2

---

Which of these has the highest E_tot?
C4H12

---

Among the records above, which one has the lowest E_tot?
C34H41F5N4O2P2PdSi2

---

Among the records above, which one has the highest max |F|?
C4H12